(1)
A molecular structure, C47H35Br2N4ORuSb, computed with the ωB97M-V functional and the def2-TZVPD basis.

```
91
Properties=species:S:1:pos:R:3
Ru -0.23522 -1.30593 -0.54901
Br 4.19378 -2.74502 -2.74024
C 2.84747 -1.72649 -3.48109
C 2.95973 -1.18900 -4.75181
C 1.94366 -0.41681 -5.30076
Br 2.17726 0.27719 -6.99536
C 0.72991 -0.14107 -4.57341
C -0.34316 0.62691 -5.05416
C -1.43211 0.82166 -4.24123
C -1.43998 0.28313 -2.95382
N -0.43295 -0.43360 -2.47938
C 0.62653 -0.65894 -3.28751
C 1.67326 -1.47332 -2.70139
O 1.51581 -1.91582 -1.53267
H 3.85478 -1.37197 -5.33028
H -0.30933 1.05316 -6.04686
H -2.28099 1.39925 -4.57795
H -2.28327 0.41913 -2.29255
N -1.88709 -0.72057 0.12251
C -3.00041 -0.41566 0.65109
C -4.07688 -1.40693 0.80943
C -5.38897 -0.98600 1.03283
C -6.40293 -1.92217 1.16019
C -6.10948 -3.27547 1.07393
C -4.80269 -3.69972 0.85286
C -3.78980 -2.77089 0.71555
C -3.17987 0.99210 1.12791
C -2.85492 2.06610 0.30573
C -3.00487 3.36618 0.76342
C -3.46369 3.59697 2.05167
C -3.78069 2.52804 2.87867
C -3.64864 1.22746 2.41864
H -5.61965 0.06895 1.09226
H -7.41931 -1.59336 1.32688
H -6.90160 -4.00471 1.17899
H -4.58035 -4.75644 0.79299
H -2.76979 -3.09903 0.55464
H -2.50289 1.88588 -0.70172
H -2.77013 4.20080 0.11535
H -3.57706 4.61052 2.41180
H -4.14037 2.70765 3.88296
H -3.91752 0.39456 3.05655
N 1.02427 -3.13747 3.03234
C 0.64872 -2.09317 2.28862
N 0.24391 -2.46147 1.08731
C 0.37053 -3.85384 1.04573
C 0.08367 -4.75723 0.02613
C 0.30927 -6.09132 0.29111
C 0.80604 -6.52283 1.53418
C 1.09270 -5.63326 2.54885
C 0.86120 -4.29109 2.26991
H 1.35859 -3.08053 3.98101
H 0.68043 -1.07539 2.64155
H -0.30054 -4.42968 -0.93255
H 0.09965 -6.82901 -0.47103
H 0.96722 -7.57924 1.69702
H 1.47108 -5.96578 3.50538
C 0.23390 4.75851 3.50716
C -0.04743 3.44988 3.87167
C 0.15699 2.41974 2.96506
C 0.65914 2.69188 1.69582
C 0.94215 4.00680 1.33455
C 0.72443 5.03755 2.23916
Sb 1.06276 1.08376 0.39545
C 3.03933 0.60487 0.97204
C 3.88755 1.59190 1.47155
C 5.18994 1.27942 1.83130
C 5.65752 -0.02156 1.69158
C 4.82002 -1.01035 1.19740
C 3.51275 -0.69965 0.84277
C 1.51068 2.09434 -1.41391
C 0.62431 3.01001 -1.98118
C 0.90463 3.59968 -3.20679
C 2.07064 3.27111 -3.88705
C 2.96198 2.36423 -3.33027
C 2.68417 1.78077 -2.09988
H 0.07845 5.56167 4.21540
H -0.43045 3.23384 4.86053
H -0.08236 1.40399 3.26380
H 1.34812 4.23761 0.35778
H 0.95049 6.05763 1.95758
H 3.53643 2.61077 1.59149
H 5.83946 2.05058 2.22334
H 6.67540 -0.26090 1.96912
H 5.18214 -2.02466 1.08739
H 2.87555 -1.48551 0.45213
H -0.28061 3.29272 -1.45305
H 0.22162 4.32837 -3.62474
H 2.29623 3.74180 -4.83537
H 3.88959 2.13400 -3.84064
H 3.41218 1.10982 -1.65242
```

Output
<S²>: 6.048
2S+1: 5
Max |F| in eV/A: 0.3
DFT total energy in hartree: -7588.9533
Highest occupied orbital energy (spin up / spin down) in eV: -12.35 / -13.53
Net charge: +2
HOMO-LUMO gap (spin up / spin down) in eV: 6.35 / 5.40
LUMO (spin up / spin down) in eV: -6.003 / -8.124

The computed Mulliken charges, all in e, follow:
1 Ru 0.81
2 Br -0.03
3 C -0.13
4 C -0.35
5 C 0.24
6 Br -0.05
7 C 0.88
8 C -0.82
9 C -1.31
10 C -0.45
11 N 0.21
12 C -0.11
13 C 0.39
14 O -0.28
15 H 0.50
16 H 0.41
17 H 0.49
18 H 0.78
19 N -0.18
20 C -0.92
21 C 0.67
22 C -0.35
23 C -0.95
24 C -0.42
25 C -0.79
26 C -0.17
27 C 0.98
28 C 0.29
29 C -0.73
30 C -0.63
31 C -1.07
32 C -0.19
33 H 0.51
34 H 0.43
35 H 0.42
36 H 0.46
37 H 0.33
38 H 0.20
39 H 0.45
40 H 0.46
41 H 0.45
42 H 0.62
43 N 0.01
44 C -1.31
45 N 0.58
46 C 0.37
47 C -0.55
48 C -0.99
49 C -0.53
50 C -1.05
51 C 0.83
52 H 0.28
53 H 0.71
54 H 0.45
55 H 0.44
56 H 0.44
57 H 0.47
58 C -0.64
59 C -0.65
60 C -0.80
61 C 0.99
62 C -0.36
63 C -0.77
64 Sb 1.59
65 C 0.48
66 C -0.41
67 C -0.84
68 C -0.60
69 C -1.15
70 C -0.33
71 C 0.42
72 C -0.12
73 C -0.80
74 C -0.72
75 C -0.80
76 C -0.71
77 H 0.43
78 H 0.45
79 H 0.23
80 H 0.47
81 H 0.46
82 H 0.44
83 H 0.45
84 H 0.40
85 H 0.49
86 H 0.67
87 H 0.54
88 H 0.49
89 H 0.46
90 H 0.51
91 H 0.48

=====

(2)
A molecular structure, C47H35CdN5OP2SSe in a non-equilibrium geometry, computed with the ωB97M-V functional and the def2-TZVPD basis.

```
93
Properties=species:S:1:pos:R:3
Cd 0.90719 0.19762 -0.95222
O -2.12666 0.88409 2.49167
S -1.43207 1.02647 1.22108
C -1.23517 2.81321 0.94022
C -1.46671 3.72593 1.95173
C -1.23003 5.07511 1.72532
C -0.75202 5.49999 0.49415
C -0.57230 4.58863 -0.53694
C -0.83917 3.23875 -0.32849
P -0.69341 1.98787 -1.63682
C -0.04485 2.76935 -3.14163
C -0.83086 3.64602 -3.89190
C -0.35404 4.14442 -5.09013
C 0.90425 3.77859 -5.54254
C 1.69234 2.91783 -4.79444
C 1.21608 2.39815 -3.60479
C -2.40664 1.57931 -2.08132
C -3.49916 1.97557 -1.31852
C -4.77379 1.60405 -1.71047
C -4.96117 0.83298 -2.84542
C -3.87026 0.43499 -3.60512
C -2.59368 0.80277 -3.22773
C 0.33239 0.71897 1.68743
C 1.18921 1.71239 2.13254
C 2.43923 1.37094 2.62693
C 2.82820 0.04111 2.67367
C 1.95801 -0.96218 2.27957
C 0.68663 -0.63935 1.79400
P -0.77564 -1.79137 1.79206
C -0.55924 -2.31975 3.53459
C 0.29600 -3.36716 3.87324
C 0.46595 -3.70266 5.20231
C -0.20433 -2.99867 6.19130
C -1.04750 -1.95184 5.85030
C -1.23057 -1.61011 4.52014
C -0.30037 -3.30505 0.97080
C 0.84864 -3.54032 0.10773
C 0.64564 -4.95895 -0.45786
C -0.42616 -5.64081 0.36371
C -1.71489 -5.11631 -0.13071
C -1.09490 -4.50747 1.13355
H -1.83985 3.37325 2.90265
H -1.41800 5.78861 2.51231
H -0.54384 6.54637 0.32309
H -0.24213 4.92980 -1.50770
H -1.81695 3.92409 -3.54438
H -0.95518 4.82460 -5.67570
H 1.26675 4.15885 -6.48343
H 2.67714 2.65536 -5.14388
H 1.82200 1.69315 -3.03094
H -3.36160 2.57965 -0.43354
H -5.62328 1.92049 -1.12718
H -5.95771 0.54553 -3.14158
H -4.02303 -0.16038 -4.49142
H -1.73573 0.49649 -3.81600
H 0.87074 2.74625 2.13967
H 3.09546 2.14369 2.99762
H 3.79468 -0.22362 3.07374
H 2.25469 -1.99263 2.41844
H 0.81984 -3.91944 3.10621
H 1.12221 -4.51951 5.46279
H -0.07332 -3.27377 7.22652
H -1.57103 -1.40408 6.61841
H -1.88329 -0.79616 4.23703
H 1.79693 -3.25295 0.55821
H 1.53404 -5.55041 -0.64051
H -0.28992 -6.62900 0.76823
H -2.64684 -5.64651 -0.00333
H -1.65300 -4.64622 2.04841
N -4.45863 -2.38744 -0.68893
C -3.35792 -2.63816 -0.89647
C -1.99745 -2.86295 -1.16887
C -1.52192 -4.26814 -1.38163
C -0.01515 -4.30581 -1.69665
C 0.70953 -2.97739 -1.38846
N 0.09765 -1.72538 -1.53366
C -1.22705 -1.74138 -1.33723
H -2.11169 -4.71012 -2.19302
H 0.20683 -4.72909 -2.67210
H 1.70570 -2.97204 -1.83785
H -1.72827 -0.77725 -1.28965
Se 2.86351 4.22206 0.00515
N 4.43459 3.64995 0.44034
C 4.52657 2.34549 0.20818
C 5.62988 1.50129 0.43255
C 5.46455 0.17062 0.13924
C 4.23646 -0.30841 -0.34557
N 3.17715 0.44755 -0.56044
C 3.31343 1.76350 -0.30154
N 2.31097 2.62190 -0.47351
H 6.55395 1.90189 0.81640
H 6.27459 -0.52576 0.28025
H 4.11878 -1.35956 -0.57123
```

Output
2S+1: 1
Max |F| in eV/A: 1.7
DFT total energy in hartree: -5810.4945
Highest occupied orbital energy in eV: -12.64
Net charge: +2
HOMO-LUMO gap in eV: 5.83
LUMO in eV: -6.809

The computed Mulliken charges, all in e, follow:
1 Cd 2.79
2 O -0.81
3 S 1.55
4 C -0.92
5 C -0.48
6 C -0.85
7 C -0.67
8 C -1.14
9 C 1.30
10 P 0.04
11 C 0.71
12 C -0.27
13 C -0.80
14 C -0.64
15 C -0.83
16 C -0.27
17 C 0.83
18 C -0.42
19 C -0.86
20 C -0.61
21 C -0.75
22 C -0.28
23 C -0.28
24 C -0.57
25 C -1.00
26 C -1.37
27 C -0.47
28 C 0.90
29 P -0.29
30 C 0.98
31 C -0.38
32 C -0.91
33 C -0.65
34 C -0.68
35 C -0.68
36 C 0.79
37 C -0.48
38 C -0.27
39 C -0.92
40 C -0.64
41 C -0.97
42 H 0.59
43 H 0.47
44 H 0.49
45 H 0.57
46 H 0.52
47 H 0.46
48 H 0.45
49 H 0.47
50 H -0.13
51 H 0.45
52 H 0.49
53 H 0.44
54 H 0.48
55 H 0.47
56 H 0.72
57 H 0.51
58 H 0.55
59 H 0.47
60 H 0.38
61 H 0.45
62 H 0.43
63 H 0.46
64 H 0.52
65 H 0.70
66 H 0.64
67 H 0.49
68 H 0.58
69 H 0.93
70 N -0.64
71 C -0.36
72 C -0.32
73 C -0.31
74 C -0.76
75 C -0.95
76 N -1.67
77 C 1.24
78 H 0.96
79 H 0.48
80 H 0.95
81 H 0.60
82 Se 0.40
83 N -0.81
84 C 0.52
85 C -0.65
86 C -0.76
87 C -0.51
88 N -0.15
89 C 0.46
90 N 0.04
91 H 0.53
92 H 0.45
93 H 0.40

=====

- The highest 2S+1 belongs to which entry?
  C47H35Br2N4ORuSb